ORCA calculation (wB97M-V/def2-TZVPD) on the molecule C3H8S2 at a distorted geometry.

Kohn-Sham gap   8.38 eV
Structure (SMILES)   CCCSS
Total charge   0

Geometry as XYZ:
```
13
Properties=species:S:1:pos:R:3:forces:R:3
C 0.3519 1.3567 -2.2984 0.70 0.68 -0.05
C -0.3372 -0.0146 -2.1351 0.96 -0.06 -0.09
C -0.1297 -0.7388 -0.7569 -1.84 0.24 -1.16
S 0.3291 0.4832 0.4253 0.18 -1.51 2.98
S -0.2258 -0.8403 2.2990 0.50 2.13 -1.87
H 1.0687 1.5655 -1.4818 -0.25 0.00 -0.39
H 0.9615 1.4094 -3.2151 -0.22 -0.27 0.25
H -0.3021 2.2333 -2.3767 -0.18 -0.39 0.31
H 0.2310 -0.6580 -2.8192 -0.87 -0.01 -0.27
H -1.3888 0.0933 -2.4035 0.14 -0.40 -0.02
H 0.4855 -1.6064 -0.9516 0.74 0.09 0.60
H -1.0760 -1.1258 -0.3594 0.10 -0.01 -0.47
H -0.9017 0.2507 2.7292 0.03 -0.49 0.16
```
Forces are in eV/Å.



ORCA calculation (wB97M-V/def2-TZVPD) on the molecule C6H9N at a distorted geometry.

Kohn-Sham gap   10.39 eV
Structure (SMILES)   [H]/N=C(\CC)C1C=C1
Total charge   0

Geometry as XYZ:
```
16
Properties=species:S:1:pos:R:3:forces:R:3
H 0.1781 2.5788 0.2923 0.21 0.25 0.51
N -0.5516 1.8744 0.3038 0.15 0.41 -0.41
C -0.0724 0.7729 -0.0968 -0.95 -0.44 0.41
C 1.3616 0.4836 -0.4138 -1.73 -0.79 -3.82
C 1.9258 -0.6465 0.3667 -1.15 -1.62 2.49
C -1.0663 -0.3219 -0.3448 0.37 -1.30 -1.72
C -2.5311 -0.0262 -0.1619 -2.62 0.83 -2.41
C -2.0202 -0.8043 0.7091 0.90 -0.22 -0.14
H 1.2025 0.0914 -1.5300 0.85 0.87 1.85
H 1.8131 1.4576 -0.5056 1.05 -0.01 0.37
H 1.6950 -0.5444 1.4744 1.17 0.34 -1.01
H 2.8597 -1.1150 0.1291 1.28 1.03 0.09
H 1.3866 -1.5926 0.2459 -1.01 0.33 -0.66
H -0.7367 -1.0708 -1.2079 -0.62 1.42 1.83
H -3.4928 0.3621 -0.7596 2.57 -0.78 1.85
H -1.9512 -1.4991 1.4992 -0.47 -0.32 0.75
```
Forces are in eV/Å.



| no. | HOMO (Eh) |
| --- | --- |
| 1 | -0.3221 |
| 2 | -0.3444 |